90
Properties=species:S:1:pos:R:3:forces:R:3:lowdin_spin:R:1 method="wB97M-V/def2-TZVPD" charge=0 lumo_energy_ev="0.4 / 0.0" multiplicity=2 total_energy_ev=-55592.2597 homo_ev="-8.777 / -9.094"
C 4.633 -2.311 -3.099 -0.257 -0.154 0.214 0.00
C 3.268 -2.030 -3.764 1.143 0.634 0.614 0.03
C 3.425 -2.083 -5.285 -0.729 0.017 0.049 0.02
C 2.820 -0.661 -3.272 -0.592 -0.323 0.349 0.00
C 1.456 -0.243 -3.800 -0.236 0.529 -0.342 0.00
S 0.676 0.954 -2.652 0.051 0.076 0.438 0.00
C 0.486 -1.393 -4.138 0.722 -0.169 -0.026 0.00
C 0.872 -2.840 -3.730 -0.979 0.077 0.786 0.03
C -0.018 -3.272 -2.550 0.726 0.246 -0.170 0.01
C 0.529 -3.768 -4.891 -0.118 0.181 -0.005 0.01
N 2.279 -2.997 -3.247 -0.002 -0.902 -1.911 0.37
O 2.667 -4.224 -3.293 -0.224 0.477 0.567 0.52
H 4.822 -1.603 -2.300 0.008 0.119 0.165 0.00
H 4.667 -3.304 -2.666 -0.006 -0.168 -0.084 0.00
H 5.437 -2.216 -3.814 0.217 -0.023 -0.189 0.00
H 3.376 -3.106 -5.638 0.240 -0.188 -0.078 0.00
H 4.357 -1.626 -5.578 0.326 0.032 -0.046 0.00
H 2.642 -1.518 -5.785 -0.211 -0.039 -0.112 0.00
H 2.746 -0.733 -2.190 0.138 -0.017 0.242 0.00
H 3.577 0.086 -3.483 0.076 0.201 -0.143 0.00
H 1.615 0.322 -4.710 -0.022 0.119 -0.231 0.00
H 0.494 2.028 -3.428 0.098 -0.124 -0.231 0.00
H -0.482 -1.177 -3.714 -0.249 0.038 0.168 0.00
H 0.336 -1.383 -5.212 0.039 -0.005 -0.258 0.00
H 0.296 -4.258 -2.233 -0.082 -0.244 0.145 0.00
H -1.054 -3.283 -2.862 -0.246 0.000 0.057 0.00
H 0.134 -2.576 -1.730 -0.187 0.061 0.223 0.00
H 0.514 -4.804 -4.586 0.291 -0.258 0.004 0.00
H -0.486 -3.516 -5.183 -0.212 0.037 -0.108 0.00
H 1.152 -3.613 -5.764 0.238 -0.095 -0.087 0.00
C -2.769 -0.284 2.599 -0.001 -0.005 -0.003 0.00
C -2.900 -1.326 1.692 -0.019 0.004 -0.006 0.00
C -2.046 -1.408 0.600 -0.002 0.004 0.012 0.00
C -1.057 -0.451 0.421 0.001 -0.057 -0.004 0.00
C -0.923 0.589 1.330 0.000 0.046 -0.016 0.00
C -1.781 0.675 2.417 0.008 0.003 0.003 0.00
H -3.436 -0.218 3.449 0.011 -0.004 0.014 0.00
H -3.669 -2.075 1.835 -0.005 0.000 -0.001 0.00
H -2.152 -2.217 -0.112 0.010 -0.012 0.006 0.00
H -0.390 -0.512 -0.429 -0.013 0.010 -0.008 0.00
H -0.149 1.333 1.188 0.007 -0.003 -0.008 0.00
H -1.680 1.489 3.124 0.000 -0.017 0.027 0.00
C -5.061 4.051 5.784 0.003 0.002 0.014 0.00
C -5.194 3.010 4.876 -0.004 -0.009 0.003 0.00
C -4.339 2.926 3.786 -0.009 -0.005 -0.001 0.00
C -3.348 3.882 3.606 -0.001 0.003 0.006 0.00
C -3.214 4.922 4.515 0.023 0.005 -0.005 0.00
C -4.073 5.008 5.603 -0.020 0.025 0.006 0.00
H -5.728 4.116 6.635 -0.004 -0.001 0.001 0.00
H -5.963 2.262 5.019 -0.009 0.003 -0.005 0.00
H -4.445 2.117 3.074 0.010 0.006 -0.015 0.00
H -2.680 3.815 2.757 -0.012 0.002 -0.016 0.00
H -2.440 5.666 4.377 -0.004 0.009 -0.002 0.00
H -3.970 5.821 6.310 0.002 0.008 -0.004 0.00
C -2.787 5.167 10.907 -0.008 0.005 0.008 0.00
C -3.115 4.954 9.575 -0.007 0.011 -0.012 0.00
C -2.184 4.394 8.711 0.017 -0.024 -0.021 0.00
C -0.927 4.041 9.182 0.001 0.009 0.015 0.00
C -0.600 4.251 10.514 0.013 0.000 -0.001 0.00
C -1.529 4.817 11.376 -0.002 -0.002 0.004 0.00
H -3.513 5.606 11.580 -0.002 0.001 0.002 0.00
H -4.098 5.225 9.210 -0.002 0.004 -0.003 0.00
H -2.440 4.232 7.672 -0.003 -0.024 -0.001 0.00
H -0.202 3.601 8.509 0.002 -0.002 -0.003 0.00
H 0.380 3.974 10.881 0.005 0.004 0.002 0.00
H -1.272 4.984 12.414 -0.001 -0.005 0.005 0.00
C -1.935 3.586 -2.149 0.023 -0.055 0.050 0.00
C -2.230 3.533 -3.504 0.005 -0.004 -0.021 0.00
C -2.456 4.706 -4.212 0.010 0.000 -0.003 0.00
C -2.380 5.931 -3.566 0.001 0.001 -0.006 0.00
C -2.082 5.985 -2.211 0.000 0.012 0.004 0.00
C -1.862 4.812 -1.502 0.006 0.006 -0.008 0.00
H -1.761 2.670 -1.597 -0.015 -0.007 -0.002 0.00
H -2.286 2.576 -4.007 -0.012 -0.009 0.011 0.00
H -2.692 4.664 -5.268 0.003 0.001 -0.005 0.00
H -2.554 6.846 -4.118 -0.002 0.004 0.000 0.00
H -2.022 6.941 -1.708 -0.006 0.004 0.002 0.00
H -1.633 4.853 -0.445 0.002 -0.001 0.004 0.00
C 4.031 -8.221 -4.000 0.051 -0.016 -0.004 0.00
C 4.378 -6.885 -3.848 -0.062 -0.022 -0.047 0.00
C 5.711 -6.532 -3.688 0.023 -0.017 -0.008 0.00
C 6.695 -7.511 -3.685 0.001 0.017 0.006 0.00
C 6.347 -8.846 -3.839 0.016 -0.011 0.001 0.00
C 5.015 -9.201 -3.994 -0.017 0.000 0.000 0.00
H 2.992 -8.499 -4.123 -0.005 0.002 0.000 0.00
H 3.615 -6.120 -3.855 0.032 -0.026 0.032 0.00
H 5.980 -5.491 -3.564 -0.009 0.007 -0.007 0.00
H 7.735 -7.233 -3.562 0.004 -0.004 0.003 0.00
H 7.115 -9.609 -3.838 0.002 -0.003 0.005 0.00
H 4.743 -10.243 -4.110 0.003 -0.003 -0.005 0.00

---

119
Properties=species:S:1:pos:R:3:forces:R:3:lowdin_charge:R:1 method="wB97M-V/def2-TZVPD" charge=0 lumo_energy_ev=0.2 relative_energy_ev=19.171 multiplicity=1 total_energy_ev=-145148.1139 homo_ev=-9.149
C -0.643 -2.424 3.295 0.335 -1.277 -3.795 0.00
O 0.385 -2.746 2.297 2.165 0.700 -1.691 -0.24
P 0.575 -4.143 1.588 -0.990 0.220 -0.740 0.53
O 0.140 -5.232 2.471 0.225 -0.419 -0.310 -0.24
O -0.442 -4.086 0.193 2.232 -0.345 2.039 -0.28
C -1.048 -5.339 -0.112 -1.590 -0.631 -1.070 -0.14
O 2.154 -4.272 1.111 -2.987 4.705 2.014 -0.23
C 2.516 -5.415 0.482 0.064 -3.346 4.216 -0.14
H -0.321 -1.629 3.887 0.429 1.230 0.746 0.08
H -0.673 -3.354 3.713 -0.970 -2.025 2.456 0.05
H -1.491 -2.304 2.635 -0.719 0.706 0.646 0.09
H -0.398 -6.217 -0.056 0.320 0.358 -0.189 0.08
H -1.520 -5.277 -1.156 0.891 0.103 1.418 0.11
H -1.862 -5.582 0.586 0.152 0.344 -0.084 0.09
H 3.537 -5.330 0.189 0.537 -0.217 -0.208 0.06
H 1.841 -5.541 -0.271 -1.293 -1.120 -2.694 0.04
H 2.308 -6.225 1.379 1.020 0.933 -2.747 0.16
C 2.151 -1.774 -1.551 2.607 0.146 -1.733 -0.12
O 1.012 -1.961 -0.726 -1.640 -1.527 -0.144 -0.25
P -0.456 -1.487 -1.340 4.357 4.452 1.386 0.39
O -0.150 -0.207 -2.014 -0.626 0.736 0.358 -0.26
O -0.976 -2.392 -2.416 -3.122 -2.587 -1.050 -0.17
C -0.267 -3.187 -3.371 1.734 4.989 -1.612 -0.03
O -1.374 -1.282 -0.045 0.245 -3.269 -0.552 -0.23
C -1.376 -0.061 0.642 1.616 3.116 -0.334 -0.13
H 2.611 -0.838 -1.196 -0.609 0.387 -1.132 0.07
H 1.994 -1.935 -2.701 0.037 1.001 2.276 0.09
H 3.125 -2.391 -1.429 -2.263 -0.477 0.761 0.10
H -0.791 -3.690 -4.115 -1.700 -0.563 -0.710 0.08
H 0.278 -3.739 -2.788 2.975 -4.241 2.769 0.02
H 0.580 -2.564 -3.865 -1.837 -0.597 0.379 0.11
H -1.879 -0.030 1.661 0.021 -0.734 -1.665 0.09
H -1.831 0.585 -0.179 0.437 0.256 1.912 0.10
H -0.287 0.335 0.898 -1.995 -0.867 -0.799 0.12
C -2.494 -0.155 -5.086 0.034 5.097 4.705 -0.04
O -3.949 0.038 -5.010 -1.190 0.775 0.211 -0.26
P -4.608 1.458 -4.590 -0.621 6.271 -4.654 0.54
O -4.766 2.413 -5.807 0.612 -3.344 2.613 -0.32
O -6.100 1.401 -3.910 1.944 -2.236 -0.538 -0.25
C -6.817 0.157 -4.138 -0.226 0.430 -1.851 -0.09
O -3.745 2.387 -3.543 0.531 -1.899 -0.327 -0.24
C -4.351 3.126 -2.507 -1.664 0.347 1.453 -0.15
H -2.371 -0.040 -3.917 1.417 -0.293 -2.379 0.11
H -1.904 0.684 -5.624 -1.434 -1.383 0.709 0.13
H -2.171 -1.088 -5.331 -0.019 -2.687 -1.183 0.03
H -7.581 0.218 -3.435 -1.859 0.106 0.791 0.06
H -6.244 -0.678 -3.789 0.630 -0.596 -0.426 0.07
H -7.238 0.035 -5.230 1.084 0.360 2.148 0.14
H -5.410 3.030 -2.588 -1.411 1.756 -1.805 0.04
H -4.031 4.234 -2.275 -0.170 -2.716 -0.764 0.14
H -4.625 2.464 -1.675 2.416 0.017 1.366 0.08
C 5.333 3.262 2.364 -1.618 3.237 -0.850 -0.15
O 4.754 2.960 1.174 -3.036 -2.896 -3.184 -0.17
P 3.679 1.670 1.001 -0.728 2.249 1.885 0.48
O 2.497 2.081 1.751 -1.076 -0.348 0.035 -0.24
O 3.457 1.451 -0.557 0.846 -0.889 -0.500 -0.21
C 2.215 1.942 -1.106 -2.527 2.719 3.442 -0.10
O 4.228 0.335 1.655 2.328 1.022 -1.448 -0.22
C 3.488 -0.485 2.528 -1.948 -2.798 -2.891 -0.09
H 4.961 3.596 3.271 -2.744 0.159 1.425 0.09
H 5.987 4.015 2.156 1.704 2.778 -0.969 0.08
H 5.977 2.600 2.533 5.050 -6.175 2.134 0.02
H 2.332 3.102 -0.979 -1.170 -1.935 1.022 0.11
H 1.229 1.358 -0.734 2.506 1.675 0.119 0.12
H 1.878 2.070 -2.076 1.486 -1.595 -3.280 0.05
H 3.639 -0.276 3.536 0.046 0.950 1.647 0.06
H 3.871 -1.579 2.383 -0.784 1.937 -0.013 0.12
H 2.400 -0.397 2.149 1.527 -0.501 1.326 0.11
C -2.780 1.371 4.821 1.054 2.333 0.176 -0.07
O -4.055 1.162 5.361 2.229 -3.571 -1.789 -0.14
P -5.173 2.113 5.120 -6.513 1.530 3.732 0.34
O -5.898 2.108 6.407 -0.425 0.519 -0.214 -0.25
O -4.701 3.593 4.803 1.140 -1.248 -1.234 -0.15
C -5.208 4.647 5.533 2.875 3.247 -1.397 -0.14
O -6.217 1.549 4.007 3.953 -0.047 -0.106 -0.23
C -7.371 2.240 3.803 -4.499 0.909 -2.239 -0.20
H -2.497 2.162 5.496 1.600 0.272 -0.112 0.10
H -2.775 1.806 3.839 -0.387 0.158 -0.690 0.08
H -2.052 0.594 4.782 -0.226 -1.207 0.627 0.08
H -4.626 5.200 6.276 2.697 -0.240 -0.825 0.11
H -5.788 4.570 6.301 -5.353 -2.724 3.530 0.02
H -5.543 5.454 4.948 -0.624 0.514 -1.429 0.09
H -7.327 3.215 3.126 0.526 -1.648 1.721 0.11
H -7.937 2.441 4.803 0.956 -0.318 -1.878 0.12
H -8.003 1.528 3.058 1.048 1.554 2.087 0.12
C 3.660 -6.248 -5.766 1.048 3.884 -3.562 -0.08
O 4.390 -5.684 -4.708 2.257 1.866 1.704 -0.22
P 4.307 -4.186 -4.195 -3.872 2.568 1.304 0.45
O 2.907 -3.685 -4.321 0.641 -0.453 -0.378 -0.27
O 4.623 -4.112 -2.588 1.432 -2.507 -0.950 -0.25
C 5.107 -5.372 -1.895 -0.844 -0.642 -4.174 -0.05
O 5.269 -3.100 -4.880 0.562 -3.045 -0.217 -0.23
C 5.079 -1.728 -4.656 -0.935 1.588 -0.202 -0.12
H 4.224 -6.040 -6.755 -0.434 -0.880 1.519 0.13
H 2.737 -5.713 -5.995 -0.402 -0.465 0.887 0.09
H 3.663 -7.216 -5.484 -0.777 -3.314 0.112 0.06
H 5.562 -5.053 -1.024 -0.144 0.464 2.332 0.05
H 6.002 -5.779 -2.448 -1.098 0.218 0.098 0.09
H 4.242 -6.142 -1.967 1.677 1.369 0.859 0.12
H 4.164 -1.313 -5.229 1.260 -0.849 1.286 0.13
H 5.960 -1.250 -5.073 0.066 0.085 -0.051 0.08
H 5.085 -1.528 -3.566 -0.455 0.105 -0.622 0.09
C 2.320 5.082 4.501 2.638 2.099 1.737 -0.16
O 2.041 4.113 3.543 -0.087 -1.425 -1.833 -0.23
P 1.037 4.538 2.380 -2.951 4.204 -1.043 0.51
O 0.484 5.960 2.644 1.140 -3.407 -0.128 -0.30
O 1.771 4.621 0.943 -1.722 -1.856 1.384 -0.23
C 2.645 5.654 0.740 -1.775 1.003 -6.387 -0.14
O -0.152 3.466 2.153 2.202 -1.397 1.572 -0.25
C -1.322 3.702 1.350 3.588 6.269 0.939 -0.05
H 2.922 4.634 5.464 -0.535 1.024 -3.081 0.15
H 1.446 5.283 4.973 -2.889 0.890 1.468 0.02
H 2.574 6.189 4.054 0.249 -3.036 1.064 0.15
H 2.236 6.637 0.489 -0.686 -0.101 0.823 0.10
H 3.157 5.444 -0.235 -0.119 -0.257 0.713 0.11
H 3.344 5.703 1.403 4.211 0.470 4.381 0.02
H -0.827 4.383 0.603 -1.507 -0.288 -0.057 0.10
H -1.944 4.341 1.989 -0.555 -0.601 -0.543 0.10
H -1.705 2.940 0.823 -1.230 -3.354 -0.997 0.03

---

21
Properties=species:S:1:pos:R:3:forces:R:3:lowdin_charge:R:1 method="wB97M-V/def2-TZVPD" charge=0 lumo_energy_ev=1.0 relative_energy_ev=0.728 multiplicity=1 total_energy_ev=-16189.6949 homo_ev=-7.924
C -1.985 -0.926 0.635 1.582 -2.177 0.772 -0.07
C -0.434 1.712 0.737 0.830 0.728 -0.214 -0.14
C 0.041 0.543 -1.643 -2.802 0.179 2.757 -0.08
C -0.457 -0.939 0.420 -1.304 2.393 -0.014 -0.27
C 0.133 0.429 -0.053 0.710 0.763 -0.745 -0.65
N 2.330 -1.163 -0.159 -2.965 -1.013 -0.165 -0.28
P 1.965 0.391 0.519 -1.378 -1.197 0.552 0.85
H -2.514 -1.313 -0.187 -0.629 -0.356 -1.316 0.06
H -2.231 -1.601 1.469 -0.006 0.322 -0.118 0.08
H -2.331 0.021 0.843 -0.843 2.060 0.609 0.03
H -0.242 1.621 1.833 -0.531 -0.408 -0.699 0.06
H -1.493 1.994 0.542 0.609 -0.559 0.110 0.07
H 0.139 2.696 0.548 -0.504 -1.612 -0.378 0.09
H -1.041 0.742 -1.851 0.706 0.378 -0.054 0.09
H 0.652 1.334 -1.947 0.774 1.102 -0.899 0.04
H 0.187 -0.366 -2.162 0.913 -0.997 -0.268 0.05
H -0.205 -1.712 -0.262 0.332 -0.644 -0.587 0.08
H 0.015 -1.085 1.350 0.457 -0.761 1.364 0.07
H 3.274 -1.367 -0.047 1.643 -1.116 0.281 -0.02
H 1.629 -1.951 -0.023 1.993 1.471 0.076 0.05
H 2.568 0.940 -0.562 0.413 1.444 -1.063 -0.09